No. 1
Molecular formula: C22H36N2O3PPtS2SeSi
Method: DFT, ωB97M-V/def2-TZVPD

CARTESIAN COORDINATES (ANGSTROEM)
1 Pt 0.09484 -0.27851 -0.09746
2 C 3.10280 -0.96781 0.29244
3 N 2.28015 0.04902 -0.42321
4 C 2.56612 1.38056 0.16479
5 C 1.53702 2.36672 -0.30304
6 N 0.18628 1.98992 0.17860
7 C -0.82821 2.64946 -0.66970
8 C -0.00091 2.34478 1.59377
9 C -0.25674 3.67105 1.93092
10 C -0.43885 4.03883 3.25122
11 C -0.35740 3.07379 4.24707
12 C -0.09814 1.75832 3.91717
13 C 0.08265 1.37318 2.58516
14 S 0.42374 -0.31226 2.23535
15 C 2.60443 0.05338 -1.86373
16 C 3.93349 0.20148 -2.25455
17 C 4.27667 0.21477 -3.59175
18 C 3.28266 0.08658 -4.55529
19 C 1.96531 -0.05568 -4.17457
20 C 1.60506 -0.07314 -2.82210
21 S -0.09623 -0.26436 -2.44088
22 H 4.15423 -0.68166 0.25607
23 H 2.96676 -1.93086 -0.18352
24 H 2.77868 -1.01542 1.32783
25 H 3.55464 1.72232 -0.14897
26 H 2.57089 1.27937 1.25057
27 H 1.50410 2.38653 -1.39415
28 H 1.79008 3.36847 0.05404
29 H -0.56695 3.69344 -0.85466
30 H -1.77414 2.61263 -0.14321
31 H -0.89200 2.12920 -1.62352
32 H -0.31683 4.42611 1.15814
33 H -0.64605 5.07024 3.49978
34 H -0.49972 3.34863 5.28355
35 H -0.03552 1.00227 4.68986
36 H 4.71176 0.30617 -1.51022
37 H 5.31345 0.31718 -3.88027
38 H 3.53883 0.09892 -5.60610
39 H 1.18780 -0.15730 -4.92089
40 C -3.77188 1.07356 -0.93068
41 O -3.31282 0.28659 0.18950
42 P -2.12414 -0.76789 0.11718
43 O -2.45204 -1.65511 1.37450
44 C -2.85261 -1.12685 2.66063
45 O -2.48645 -1.68506 -1.10428
46 C -3.70422 -2.45888 -1.13848
47 H -4.81792 1.28811 -0.73159
48 H -3.68069 0.50595 -1.85645
49 H -3.22524 2.00199 -1.01093
50 H -2.81104 -1.96376 3.35106
51 H -3.86708 -0.74121 2.59050
52 H -2.16570 -0.35057 2.98599
53 H -3.77505 -2.85751 -2.14545
54 H -4.56867 -1.83154 -0.92176
55 H -3.64128 -3.26292 -0.41366
56 C 1.25030 -4.72464 1.92680
57 Si -0.01933 -4.64337 0.55865
58 C 0.24966 -5.87896 -0.80579
59 C -1.75289 -4.65183 1.24915
60 Se 0.48426 -2.69062 -0.62443
61 H 1.15583 -5.65554 2.49348
62 H 1.10924 -3.89181 2.61777
63 H 2.26255 -4.67494 1.52471
64 H 0.06317 -6.88598 -0.42570
65 H 1.27001 -5.83561 -1.18838
66 H -0.42961 -5.68950 -1.63744
67 H -1.87151 -5.48479 1.94699
68 H -2.49317 -4.77398 0.45960
69 H -1.95882 -3.72917 1.78819

Computed properties:
Frontier orbital gap in hartree: 0.240
Total charge: +1
Lowest unoccupied orbital energy in eV: -3.680
Energy above the lowest of the compared OMol25 structures with the same formula, charge and spin in kJ/mol: 101.7

No. 2
Molecular formula: C6H7N
Method: DFT, ωB97M-V/def2-TZVPD

CARTESIAN COORDINATES (ANGSTROEM)
1 C -0.13277 -0.80965 -1.14929
2 C -1.09804 0.13768 -0.67657
3 C 0.04382 1.48370 0.54813
4 C -0.89023 0.35285 0.77788
5 N 0.31505 -0.51455 1.19274
6 C 0.86734 -0.96646 -0.06224
7 C 1.13426 0.63362 0.81891
8 H 0.13517 -0.90827 -2.20466
9 H -0.38179 -1.83308 -0.72182
10 H -1.89906 0.57257 -1.26873
11 H -0.07659 2.54019 0.32734
12 H -1.72560 0.35424 1.47316
13 H 1.51491 -1.85922 -0.04657
14 H 2.18940 0.79184 1.01090

Computed properties:
Frontier orbital gap in hartree: 0.298
Lowest unoccupied orbital energy in eV: 1.103
Energy above the lowest of the compared OMol25 structures with the same formula, charge and spin in kJ/mol: 580.2

No. 3
Molecular formula: C5H10CuNO3S
Method: DFT, ωB97M-V/def2-TZVPD

CARTESIAN COORDINATES (ANGSTROEM)
1 Cu 0.32507 -0.34708 0.96915
2 C 1.81070 3.50628 2.47304
3 C 1.60188 1.98676 2.40146
4 C 2.96222 1.29276 2.42272
5 C 0.77231 1.55551 1.18807
6 H 2.38161 3.81412 3.36041
7 H 0.84974 4.02623 2.48477
8 H 2.35482 3.84696 1.58516
9 H 1.06921 1.69034 3.31565
10 H 3.51842 1.54249 1.51194
11 H 2.83346 0.20957 2.43684
12 H 3.57259 1.59505 3.28379
13 H 1.29862 1.89708 0.28008
14 H -0.17597 2.11256 1.18985
15 O -3.27761 1.13363 -2.26479
16 C -2.12530 0.65144 -2.37328
17 O -1.36962 0.14455 -1.52745
18 H -1.70236 0.69088 -3.42916
19 O 0.23943 -4.79149 1.22970
20 S 0.66732 -3.51646 0.60159
21 N 0.13870 -2.23675 1.07325

Computed properties:
Frontier orbital gap in hartree: 0.240
Total charge: -2
Lowest unoccupied orbital energy in eV: 5.590
Energy above the lowest of the compared OMol25 structures with the same formula, charge and spin in kJ/mol: 0.0

No. 4
Molecular formula: C46H45ClIrN6O3Si
Method: DFT, ωB97M-V/def2-TZVPD

CARTESIAN COORDINATES (ANGSTROEM)
1 Ir 0.47628 0.92450 1.05312
2 O -0.93752 0.54950 4.94722
3 C -0.73392 0.55740 3.73992
4 N 0.48458 0.53300 3.12832
5 C 1.69098 0.58690 3.74872
6 O 1.89528 0.55030 4.95312
7 C 2.78568 0.69600 2.75132
8 C 4.11058 0.58030 3.18792
9 C 5.13298 0.67880 2.27622
10 C 4.81738 0.91020 0.93022
11 C 3.49458 1.02440 0.56592
12 N 2.49168 0.91960 1.43992
13 C -1.82022 0.60600 2.73962
14 C -3.15022 0.46650 3.16042
15 C -4.16262 0.49560 2.23512
16 C -3.83752 0.67880 0.87962
17 C -2.51822 0.82610 0.52782
18 N -1.52052 0.79480 1.41772
19 H 4.28478 0.40810 4.23822
20 H 6.16148 0.57150 2.57922
21 H 5.58918 1.00580 0.18592
22 H 3.22458 1.21390 -0.46508
23 H -3.33672 0.32500 4.21312
24 H -5.19072 0.36810 2.53052
25 H -4.60102 0.71590 0.12152
26 H -2.23882 0.98100 -0.50668
27 C -4.08102 4.84240 0.23722
28 C -3.37392 5.09800 1.39982
29 C -2.05702 4.68990 1.51592
30 C -1.42152 4.00530 0.48042
31 C -2.13642 3.79060 -0.69898
32 C -3.44772 4.21170 -0.82278
33 Si 0.33498 3.29250 0.66492
34 C 1.39528 3.72870 -0.85888
35 C 2.06278 4.94780 -0.92088
36 C 2.80138 5.29440 -2.03898
37 C 2.88448 4.42660 -3.11548
38 C 2.22118 3.21040 -3.07018
39 C 1.48638 2.86620 -1.95068
40 C 1.10808 3.64900 2.38242
41 C 2.46358 3.94920 2.50372
42 C 3.01798 4.21940 3.74192
43 C 2.23008 4.18810 4.88192
44 C 0.88758 3.85970 4.77892
45 C 0.33908 3.56640 3.54402
46 H -5.11602 5.14070 0.15532
47 H -3.85342 5.60920 2.22152
48 H -1.51922 4.92020 2.42142
49 H -1.65372 3.29180 -1.52798
50 H -3.98242 4.04120 -1.74488
51 H 1.99828 5.63480 -0.09058
52 H 3.31088 6.24550 -2.07518
53 H 3.46008 4.69710 -3.98728
54 H 2.27708 2.53460 -3.91028
55 H 0.96678 1.91240 -1.91298
56 H 3.09008 3.96860 1.62312
57 H 4.07288 4.43580 3.82212
58 H 2.66648 4.40120 5.84642
59 H 0.26988 3.80810 5.66112
60 H -0.69592 3.25880 3.49062
61 C -3.17822 -5.20140 -2.68358
62 C -2.41942 -4.31920 -1.67348
63 C -1.90912 -3.09190 -2.43538
64 C -3.44942 -3.89670 -0.61208
65 C -1.27422 -5.15220 -0.99408
66 O -1.87642 -6.33010 -0.46018
67 C -0.14682 -5.63460 -1.95368
68 C 1.18188 -4.87310 -2.11548
69 C 1.15688 -3.69120 -3.04718
70 C 1.57078 -2.43680 -2.61358
71 C 1.53158 -1.33350 -3.44388
72 C 1.09808 -1.48020 -4.75008
73 Cl 1.02668 -0.10120 -5.78768
74 C 0.73948 -2.73250 -5.22728
75 C 0.77138 -3.82370 -4.37958
76 C -0.73122 -4.56650 0.34462
77 N -0.03372 -3.31370 0.39892
78 C -0.46262 -2.05530 0.29472
79 N 0.54808 -1.22070 0.50982
80 C 1.59148 -2.04710 0.77302
81 N 1.26118 -3.30470 0.71562
82 H -3.82152 -4.56820 -3.28838
83 H -3.80942 -5.93710 -2.19058
84 H -2.50782 -5.71890 -3.36438
85 H -2.70232 -2.35010 -2.50268
86 H -1.62462 -3.36410 -3.44688
87 H -1.04532 -2.63350 -1.96818
88 H -4.35452 -3.54530 -1.10388
89 H -3.09082 -3.09440 0.02882
90 H -3.71562 -4.74640 0.01432
91 H -2.17882 -6.88630 -1.18648
92 H -0.57162 -5.78030 -2.94678
93 H 0.11968 -6.62490 -1.57148
94 H 1.88398 -5.60240 -2.53298
95 H 1.58198 -4.58650 -1.14348
96 H 1.94888 -2.31840 -1.61078
97 H 1.84618 -0.36860 -3.08158
98 H 0.44658 -2.85070 -6.25758
99 H 0.50008 -4.79230 -4.77338
100 H -0.02992 -5.31010 0.73272
101 H -1.58512 -4.53510 1.02572
102 H -1.46992 -1.76110 0.08172
103 H 2.58528 -1.72370 1.00052

Computed properties:
Frontier orbital gap (spin up / spin down) in hartree: 0.198 / 0.186
⟨S²⟩: 6.03
2S+1: 5
Total charge: +1
Lowest unoccupied orbital energy (spin up / spin down) in eV: -3.217 / -5.967
Energy above the lowest of the compared OMol25 structures with the same formula, charge and spin in kJ/mol: 0.0

No. 5
Molecular formula: C8H20N12O4Pt
Method: DFT, ωB97M-V/def2-TZVPD

CARTESIAN COORDINATES (ANGSTROEM)
1 Pt -0.63056 -0.02230 -0.60206
2 N -2.59975 2.38515 -2.07144
3 C -3.02534 1.06686 -2.09740
4 N -4.11219 0.64896 -2.69311
5 N -4.12410 -0.67812 -2.47229
6 N -3.09868 -1.04448 -1.79670
7 N -2.36636 0.05994 -1.53139
8 C -1.57188 2.78825 -1.33725
9 N -1.28475 4.12166 -1.14410
10 N -0.31335 4.18474 -0.32794
11 N 0.04335 2.94270 -0.03956
12 N -0.72404 2.00903 -0.67281
13 H -3.16604 3.07223 -2.55431
14 C -2.03607 -0.07895 3.13727
15 O -1.99672 -0.66329 1.84056
16 C -1.59830 -2.01101 1.88397
17 C -1.68205 -2.61935 0.51294
18 O -0.65898 -2.06041 -0.38460
19 C -0.54206 -2.84958 -1.60317
20 H -2.75272 -0.60258 3.77415
21 H -2.35555 0.95276 3.01736
22 H -1.04904 -0.10684 3.60995
23 H -2.27071 -2.59543 2.52430
24 H -0.58521 -2.11094 2.30171
25 H -2.65500 -2.45915 0.05036
26 H -1.46845 -3.68655 0.57672
27 H -1.43322 -2.71475 -2.21321
28 H -0.42030 -3.89254 -1.31779
29 H 0.34018 -2.50355 -2.13552
30 N 5.01869 0.28310 0.79596
31 C 4.18477 -0.12695 -0.40018
32 C 2.78123 0.51169 -0.37549
33 N 1.66571 -0.43977 -0.37660
34 H 5.95394 -0.13315 0.74969
35 H 4.59798 -0.00894 1.68190
36 H 5.14364 1.29877 0.83677
37 H 4.13644 -1.21457 -0.38479
38 H 4.75623 0.17597 -1.27453
39 H 2.67251 1.14899 -1.25236
40 H 2.68592 1.15482 0.49703
41 H 1.71002 -1.10685 0.38908
42 H 1.65948 -0.97193 -1.24179
43 O 1.52434 3.61861 1.45846
44 N 0.85898 2.69760 1.10955
45 O 0.78799 1.58015 1.55265

Computed properties:
Frontier orbital gap in hartree: 0.275
Total charge: +2
Lowest unoccupied orbital energy in eV: -7.277

No. 6
Molecular formula: C15H23FeI2N3O8P2
Method: DFT, ωB97M-V/def2-TZVPD

CARTESIAN COORDINATES (ANGSTROEM)
1 Fe -0.12932 0.30969 -0.11908
2 C -1.51412 -4.90593 0.19038
3 C -0.67009 -3.91379 -0.59310
4 O 0.24057 -4.65723 -1.40248
5 P -1.66239 -2.89234 -1.74155
6 O -2.82088 -2.24207 -0.88048
7 O -2.52222 -3.89558 -2.62528
8 O -0.80075 -1.95906 -2.50067
9 P 0.22580 -2.78075 0.56197
10 O 1.52374 -2.39209 -0.34072
11 O 0.62762 -3.41338 1.82932
12 O -0.62505 -1.50025 0.61586
13 H -2.03342 -5.57277 -0.49707
14 H -2.25224 -4.39554 0.80888
15 H -0.85850 -5.48387 0.83907
16 H 0.91968 -4.04226 -1.71329
17 H -2.38670 -1.79597 -0.12582
18 H -2.02575 -4.21667 -3.38716
19 H 2.32522 -2.69968 0.09946
20 I 2.08746 4.36018 -2.46681
21 C 2.80775 3.22004 -0.88255
22 C 4.05472 3.52794 -0.31097
23 C 4.54942 2.80599 0.74004
24 I 6.41042 3.33314 1.52798
25 C 3.80251 1.72584 1.27844
26 C 4.19782 0.91643 2.36700
27 C 3.38292 -0.09109 2.80073
28 C 2.15643 -0.31270 2.15001
29 N 1.76076 0.41607 1.13214
30 C 2.55605 1.42699 0.69126
31 C 2.02657 2.17671 -0.42038
32 O 0.86875 1.85208 -0.90548
33 H 4.62447 4.35241 -0.71672
34 H 5.14711 1.10356 2.85073
35 H 3.66720 -0.71987 3.63245
36 H 1.49870 -1.11561 2.46631
37 N -1.11249 1.42670 1.51739
38 C -2.37762 2.15105 1.28383
39 C -2.28951 3.00558 0.01802
40 C -3.15286 2.51448 -1.14362
41 C -2.95123 1.06009 -1.54574
42 N -1.53318 0.73143 -1.75417
43 H -1.21058 0.76146 2.27945
44 H -0.39054 2.08180 1.80344
45 H -2.62929 2.77177 2.14821
46 H -3.16812 1.40407 1.19364
47 H -1.24341 3.05265 -0.29765
48 H -2.58437 4.03186 0.24369
49 H -2.95903 3.15411 -2.00990
50 H -4.21087 2.64473 -0.89832
51 H -3.53772 0.86422 -2.44763
52 H -3.34346 0.39222 -0.77683
53 H -1.03863 1.50129 -2.20009
54 H -1.42736 -0.07810 -2.36613

Computed properties:
Frontier orbital gap (spin up / spin down) in hartree: 0.279 / 0.279
⟨S²⟩: 6.01
2S+1: 5
Lowest unoccupied orbital energy (spin up / spin down) in eV: -0.102 / -0.149
Energy above the lowest of the compared OMol25 structures with the same formula, charge and spin in kJ/mol: 19.6

Which formula does entry 4 have? C46H45ClIrN6O3Si